No. 1
Molecular formula: C6H12
Method: DFT, the ωB97M-V functional and the def2-TZVPD basis

ORCA input file:
```
! RIJCOSX wB97M-V def2-TZVPD def2/J DEFGRID3
* xyz 0 1
H -1.589 0.624 -0.959
H -1.425 1.808 0.353
C 0.717 -1.139 -0.806
H -2.638 0.522 0.460
C -1.615 0.750 0.132
H 1.651 -1.632 -1.121
C -0.605 -0.167 0.834
H -1.653 -1.840 -0.099
C 0.838 -0.073 0.286
H 0.759 1.734 -0.932
H 1.382 1.985 0.710
C -0.808 -1.656 0.583
H 0.201 -2.128 -0.070
C 1.369 1.288 -0.138
H 1.497 -0.490 1.061
H -0.640 0.036 1.914
H 2.397 1.203 -0.514
H 0.163 -0.825 -1.693
*
```

Output
E_LUMO, eV: 0.8
Strongest force on any atom, Eh/bohr: 0.0208
Calculated total energy, eV: -6412.4547
HOMO-LUMO gap, eV: 8.73
Highest occupied orbital energy, eV: -7.9

natural (NBO) population analysis, charges in e, atoms 1 to 6: 0.198, 0.208, -0.441, 0.213, -0.619, 0.225



No. 2
Molecular formula: C33H17Br2F15GeIrN4O3S2
Method: DFT, the ωB97M-V functional and the def2-TZVPD basis

ORCA input file:
```
! RIJCOSX wB97M-V def2-TZVPD def2/J DEFGRID3
* xyz 1 1
O 0.164 3.296 2.320
N -3.148 2.664 1.424
C -1.872 -1.759 -2.374
C -1.124 -3.196 4.901
H 5.865 -0.832 2.425
Br -1.436 -4.170 6.485
H 0.687 0.577 6.936
F 1.726 4.209 -6.515
C -0.150 -1.218 6.139
Ir 0.539 0.599 1.742
F -0.826 3.319 -6.313
C -1.237 -3.051 2.491
C 4.427 0.942 0.654
H 3.815 1.129 -0.226
C -4.180 -1.152 -2.254
C 2.269 -2.867 -4.470
Ge 0.406 0.141 -2.171
O -0.419 -1.101 1.388
H -3.985 0.307 0.630
F 0.676 -1.228 -4.892
C -0.649 -1.812 2.495
C -4.548 2.871 1.100
C -2.215 3.721 1.790
C 0.105 2.862 -5.482
N -3.062 0.344 1.027
C 2.380 2.824 -4.735
Br -1.765 -3.805 0.848
F -5.464 -1.476 -2.295
H -2.437 -0.451 0.928
C -2.503 1.500 1.348
C 3.083 -3.546 -3.576
H 4.559 -1.376 3.507
F -2.152 1.760 -1.693
F 3.836 -4.552 -3.994
H -5.165 2.113 1.586
C 2.287 -2.136 -1.824
F -3.564 -3.376 -2.668
H -4.716 2.849 0.025
C -0.541 -1.905 4.967
C 0.387 0.036 6.050
H -4.849 3.843 1.483
F -4.740 1.088 -1.790
H -2.522 4.248 2.693
S 1.064 1.299 -0.429
C 3.087 -3.184 -2.241
C -3.208 -2.117 -2.441
F -0.984 -2.739 -2.553
C -0.211 1.928 -4.512
H -0.282 -1.694 7.101
N -1.213 1.610 1.726
C 0.553 0.638 4.790
F 2.999 1.433 -2.976
C 1.492 -1.411 -2.684
C -0.332 -1.237 3.750
O 2.490 0.072 2.271
H -2.077 4.441 0.981
S 3.730 -0.458 1.510
F 3.636 3.250 -4.839
C 1.408 3.315 -5.590
C -1.470 -3.741 3.697
C -2.463 0.477 -1.941
C 4.894 -0.578 2.848
H 4.932 0.372 3.379
C 0.728 1.419 -3.632
H 0.965 1.633 4.678
F 2.238 -3.232 -5.746
C -3.803 0.156 -2.002
F 2.285 -1.861 -0.511
H -1.925 -4.721 3.657
C -0.947 2.926 1.995
C -1.458 -0.458 -2.129
N 0.199 0.019 3.688
F 3.846 -3.848 -1.370
C 2.023 1.890 -3.782
H 5.448 0.689 0.368
H 4.406 1.801 1.325
F -1.482 1.502 -4.489
C 1.489 -1.825 -4.008
*
```

Output
E_LUMO, eV: -3.1
Strongest force on any atom, Eh/bohr: 0.0127
Calculated total energy, eV: -308466.8615
HOMO-LUMO gap, eV: 7.55
Highest occupied orbital energy, eV: -10.7

Löwdin population analysis, charges in e, atoms 1 to 6: 0.053, -0.068, -0.222, -0.622, 0.071, 0.822



No. 3
Molecular formula: C4H6IN2
Method: DFT, the ωB97M-V functional and the def2-TZVPD basis

ORCA input file:
```
! RIJCOSX wB97M-V def2-TZVPD def2/J DEFGRID3
* xyz 1 1
H 1.938 -1.603 -1.942
C 0.516 -1.139 -0.514
I 3.246 1.012 3.094
C 2.237 0.208 -0.973
H 0.134 0.074 2.263
N 1.578 -0.915 -1.336
H 3.072 0.809 -1.376
H 1.769 1.685 0.511
C 1.453 0.761 0.073
N 0.419 -0.128 0.361
H -1.379 0.436 1.470
H -0.761 -1.323 1.586
C -0.473 -0.228 1.462
*
```

Output
E_LUMO (alpha / beta), eV: -9.1 / -9.1
Strongest force on any atom, Eh/bohr: 0.0658
Calculated total energy, eV: -15313.8953
HOMO-LUMO gap (alpha / beta), eV: 3.78 / 4.28
Highest occupied orbital energy (alpha / beta), eV: -12.9 / -13.4

natural (NBO) population analysis, charges in e, atoms 1 to 6: 0.448, 0.277, 0.322, 0.075, 0.206, -0.535



No. 4
Molecular formula: C19H21IrN5O2
Method: DFT, the ωB97M-V functional and the def2-TZVPD basis

ORCA input file:
```
! RIJCOSX wB97M-V def2-TZVPD def2/J DEFGRID3
* xyz 4 6
H 1.586 5.656 -0.948
O 0.142 -2.817 1.200
N 0.647 3.013 0.418
C 0.992 5.557 -0.034
N -3.021 1.990 4.040
H -3.432 2.247 1.424
H -1.972 1.289 -0.317
C -0.328 0.214 2.320
H -4.685 -3.450 -1.079
C 1.862 -0.370 -2.898
H 6.435 -3.922 -0.783
C -3.485 -2.424 0.247
N -0.659 0.427 1.058
C -0.205 -1.536 -2.339
O 2.640 0.984 1.237
H -0.728 -2.454 -2.060
C -1.732 1.131 0.733
H 1.556 -2.494 -3.199
Ir 0.998 -0.638 -0.768
H 1.942 1.683 -2.088
C 0.486 -1.992 0.465
H -2.820 1.863 5.021
C -2.238 1.469 3.063
C 4.545 -2.959 -0.668
C -2.557 1.673 1.705
H -4.750 -4.067 0.598
H -5.579 -2.545 0.173
H 0.566 -0.370 2.519
N -2.528 -1.795 0.425
C 1.319 0.823 -2.350
H 2.908 -0.389 -3.223
H 0.016 6.024 -0.193
C 1.107 -1.545 -2.886
C -4.699 -3.167 -0.022
C 2.027 0.356 0.481
H 5.905 -3.003 -2.259
H 1.501 6.057 0.797
C -0.842 -0.282 -2.189
H -3.844 2.529 3.817
N 3.729 -2.408 -0.048
H 5.154 -4.549 -1.896
H -0.511 1.852 -1.926
C 0.822 4.145 0.237
C -0.084 0.889 -2.186
C -1.088 0.717 3.367
H -0.781 0.524 4.384
C 5.582 -3.650 -1.436
H -1.897 -0.286 -1.934
*
```

Output
E_LUMO (alpha / beta), eV: -13.0 / -16.8
Strongest force on any atom, Eh/bohr: 0.1380
Calculated total energy, eV: -34376.6681
HOMO-LUMO gap (alpha / beta), eV: 5.51 / 5.31
Highest occupied orbital energy (alpha / beta), eV: -18.5 / -22.2

natural (NBO) population analysis, charges in e, atoms 1 to 6: 0.292, -0.262, -0.571, -0.757, -0.400, 0.266



No. 5
Molecular formula: C7H8N2O
Method: DFT, the ωB97M-V functional and the def2-TZVPD basis

ORCA input file:
```
! RIJCOSX wB97M-V def2-TZVPD def2/J DEFGRID3
* xyz 0 1
H -0.860 3.606 1.038
H -1.257 2.734 2.641
C 2.051 -1.745 -0.159
H 1.968 -2.884 -1.827
H -1.058 -0.139 -1.361
C 0.327 -1.654 -1.826
C -1.305 1.415 0.745
O -2.278 0.705 0.431
H 3.157 -2.155 0.270
C 0.474 -0.111 0.002
H -2.625 3.304 1.252
C -1.545 2.831 1.422
N 0.005 1.062 0.826
N 1.527 -0.676 0.541
H 0.585 0.984 1.673
C 1.455 -2.207 -1.393
H 0.085 -1.932 -2.711
C -0.206 -0.506 -1.123
*
```

Output
E_LUMO, eV: 0.6
Strongest force on any atom, Eh/bohr: 0.1482
Calculated total energy, eV: -12413.8089
HOMO-LUMO gap, eV: 9.67
SMILES string: CC(=O)Nc1ccccn1
Highest occupied orbital energy, eV: -9.1

natural (NBO) population analysis, charges in e, atoms 1 to 6: 0.225, 0.228, 0.072, 0.199, 0.223, -0.128



Listing relative energy (zero: lowest compared OMol25 entry of this formula, charge and spin) for the structures above in their given order: 432.8, 9.8, 511.6, 165.3, 249.9 kJ/mol.